C15H22HfN3OSi | ωB97M-V with the def2-TZVPD basis set

Geometry as ORCA input:
```
! RIJCOSX wB97M-V def2-TZVPD def2/J DEFGRID3
* xyz 3 1
Hf -0.5724 -0.6534 -0.8061
C 3.0066 -0.4724 -2.4444
C 2.7685 -0.1756 -0.9984
C 3.7570 0.2701 -0.1472
C 3.4676 0.5299 1.1916
C 2.1845 0.3459 1.7053
C 1.2307 -0.1174 0.8408
N 1.5203 -0.3674 -0.4873
N -0.1378 -0.4167 1.1170
Si -0.5308 -2.0193 1.9321
C -1.7932 -2.5569 0.5793
C -1.2456 -1.7450 3.5767
C 0.9325 -3.1035 1.7221
H 3.7238 -1.2892 -2.5487
H 3.4380 0.3906 -2.9537
H 2.0921 -0.7589 -2.9634
H 4.7577 0.4165 -0.5332
H 4.2556 0.8794 1.8484
H 1.9377 0.5446 2.7402
H -2.6693 -1.9055 0.5271
H -2.1780 -3.5586 0.7860
H -1.3740 -2.7045 -0.4484
H -2.1341 -1.1137 3.5268
H -0.5049 -1.2499 4.2107
H -1.5147 -2.6912 4.0546
H 1.2535 -3.1878 0.6795
H 0.6796 -4.1124 2.0626
H 1.7887 -2.7726 2.3153
O -2.7830 -0.4139 -1.4141
C -3.2914 0.8991 -0.9951
C -2.2253 1.9175 -1.2563
C -2.5322 3.2418 -1.4449
C -1.5010 4.1528 -1.6398
C -0.1854 3.7033 -1.6475
C 0.0592 2.3674 -1.4566
N -0.9436 1.4679 -1.2593
H -3.4277 -0.8583 -1.9919
H -3.5243 0.8449 0.0687
H -4.2037 1.1403 -1.5342
H -3.5658 3.5635 -1.4482
H -1.7238 5.2015 -1.7951
H 0.6404 4.3825 -1.8065
H 1.0684 1.9843 -1.4642
*
```

The value obtained for the total energy is -1160.884556 Ha. The value obtained for the max |F| is 0.0283 Eh/bohr. The highest occupied orbital energy is -19.0 eV. The frontier orbital gap comes out at 7.65 eV.

Mulliken atomic charge list, values in e, 2 entries: 0.773 -1.403